# 1
{
  "formula": "C31H24F4N9O2RbSe",
  "method": "ωB97M-V/def2-TZVPD",
  "elements": ["Rb", "N", "C", "C", "C", "N", "C", "C", "N", "C", "H", "H", "H", "H", "H", "H", "H", "H", "H", "H", "H", "H", "H", "H", "H", "H", "F", "C", "C", "F", "C", "C", "C", "F", "C", "C", "C", "N", "C", "N", "F", "C", "C", "N", "C", "N", "Se", "C", "C", "C", "N", "C", "C", "H", "H", "H", "H", "O", "C", "N", "C", "O", "C", "C", "C", "C", "C", "C", "H", "H", "H", "H"],
  "positions_angstrom": [[-0.42065, -0.82803, -0.00391], [3.58303, 2.71235, -3.17997], [2.25211, 2.04871, -2.98460], [1.65767, 1.65714, -4.33504], [0.56308, 0.60729, -4.14205], [-0.41420, 1.08862, -3.15908], [1.18537, -0.69625, -3.62757], [2.42670, -0.48941, -2.74874], [2.46319, -1.52666, -1.71447], [2.40352, 0.85951, -2.03833], [3.52198, 3.47621, -3.85043], [4.28410, 2.05081, -3.50962], [3.90609, 3.13001, -2.21481], [1.64235, 2.80629, -2.49491], [2.43514, 1.22476, -4.97504], [1.27065, 2.54157, -4.84884], [0.09547, 0.40629, -5.11188], [-1.18570, 0.42152, -3.14620], [-0.81396, 1.96793, -3.47292], [1.44362, -1.33940, -4.47233], [0.42183, -1.22140, -3.05076], [3.32190, -0.53308, -3.39183], [3.34859, -1.51303, -1.21987], [2.36424, -2.44921, -2.12331], [3.28253, 0.98607, -1.40045], [1.53860, 0.87155, -1.38403], [-4.66660, 1.29491, 6.03221], [-3.92320, 0.22370, 5.80664], [-3.90283, -0.75998, 6.71850], [-4.62707, -0.62872, 7.81690], [-3.12184, -1.97319, 6.55482], [-2.35929, -2.02483, 5.31886], [-2.38285, -1.04085, 4.40860], [-1.64952, -1.17010, 3.30701], [-3.16891, 0.16793, 4.56932], [-3.19859, 1.16544, 3.64338], [-2.47151, 1.11104, 2.41089], [-1.94280, 1.12336, 1.39288], [-3.94731, 2.37866, 3.78054], [-4.49556, 3.38624, 3.83292], [-1.60761, -3.08837, 5.09429], [-3.10496, -2.97388, 7.47674], [-3.84041, -2.93983, 8.70654], [-4.38540, -2.98499, 9.71620], [-2.34901, -4.18254, 7.33176], [-1.77364, -5.17555, 7.29482], [3.70200, 3.57395, -0.21028], [4.83892, 4.82661, 0.64159], [5.56592, 5.79491, -0.04983], [6.36696, 6.67829, 0.65200], [6.50081, 6.67896, 1.97689], [5.80247, 5.75429, 2.63403], [4.97595, 4.82408, 2.02893], [5.50501, 5.86086, -1.12827], [6.93419, 7.43251, 0.11507], [5.91046, 5.75425, 3.71428], [4.44146, 4.09979, 2.62925], [-2.34987, -1.15244, -4.28202], [-2.31262, -1.99287, -3.39816], [-1.72822, -1.82594, -2.16769], [-1.83554, -2.98723, -1.47339], [-1.38667, -3.18092, -0.33836], [-2.57999, -4.00668, -2.29057], [-2.95131, -5.30887, -2.03357], [-3.65308, -5.97885, -3.03388], [-3.95945, -5.35411, -4.23909], [-3.57396, -4.03793, -4.48724], [-2.88333, -3.38558, -3.48903], [-2.70744, -5.78619, -1.09361], [-3.96729, -7.00246, -2.87447], [-4.50690, -5.90347, -4.99438], [-3.80681, -3.54354, -5.42103]],
  "e_above_lowest_kcal_mol": 6.4,
  "gap_ev": 3.015
}

=====

# 2
{
  "formula": "C31H24FFeN3O2",
  "method": "ωB97M-V/def2-TZVPD",
  "elements": ["Fe", "C", "O", "C", "C", "C", "C", "C", "C", "N", "N", "C", "C", "O", "C", "C", "C", "C", "C", "C", "C", "C", "H", "H", "H", "H", "H", "H", "H", "H", "H", "H", "H", "H", "H", "N", "C", "C", "C", "C", "C", "C", "C", "H", "H", "H", "H", "H", "F", "C", "C", "C", "C", "C", "C", "C", "H", "H", "H", "H", "H", "H"],
  "positions_angstrom": [[1.11954, -0.60729, 1.25229], [1.25009, -1.35548, 4.44077], [0.73042, -0.55578, 3.38596], [0.22144, 0.68832, 3.69183], [0.34841, 1.32512, 4.91065], [-0.21661, 2.59058, 5.06224], [-0.89832, 3.19567, 4.01929], [-1.03177, 2.54177, 2.79927], [-0.46185, 1.29655, 2.63557], [-0.50810, 0.48860, 1.46912], [-1.63133, 0.42977, 0.90504], [-1.84696, -0.62365, 0.05349], [-1.19143, -1.87235, 0.25704], [-0.17796, -2.06469, 1.00875], [-1.76353, -3.02118, -0.41003], [-2.80612, -2.91294, -1.25907], [-3.43689, -1.65302, -1.52236], [-4.49829, -1.53825, -2.43830], [-5.09571, -0.32558, -2.67430], [-4.64118, 0.81096, -1.98790], [-3.60070, 0.72397, -1.09615], [-2.97178, -0.51152, -0.84066], [0.51783, -1.42821, 5.24546], [1.42873, -2.33499, 4.00927], [2.18667, -0.94013, 4.82096], [0.87456, 0.86127, 5.73277], [-0.11496, 3.10153, 6.01032], [-1.32911, 4.17865, 4.15223], [-1.57011, 2.98563, 1.97284], [-1.28549, -3.97266, -0.21674], [-3.18462, -3.79267, -1.76787], [-4.83935, -2.42876, -2.95409], [-5.91187, -0.24411, -3.37998], [-5.11180, 1.76910, -2.16898], [-3.24473, 1.60516, -0.58061], [1.13710, -0.43744, -0.68268], [0.98063, -0.44918, -1.81649], [0.73990, -0.46311, -3.22942], [1.79881, -0.30496, -4.12093], [1.54349, -0.31625, -5.48101], [0.24418, -0.48277, -5.94350], [-0.80652, -0.63918, -5.04966], [-0.56588, -0.62998, -3.68634], [2.80405, -0.17430, -3.74339], [2.35818, -0.19414, -6.18176], [0.05026, -0.48961, -7.00809], [-1.81804, -0.76613, -5.41129], [-1.37516, -0.74791, -2.97740], [3.63774, 3.73445, -0.24254], [3.52681, 2.46159, 0.20893], [2.97968, 2.21515, 1.42975], [2.86769, 0.87931, 1.86912], [3.31702, -0.20153, 1.07938], [2.92319, -1.55757, 1.41457], [3.91570, 0.13552, -0.16842], [4.02304, 1.42949, -0.59512], [2.65428, 3.03578, 2.05595], [2.60166, 0.71457, 2.90226], [3.09726, -1.85345, 2.44878], [3.27402, -2.31753, 0.72108], [4.29468, -0.66735, -0.78940], [4.48915, 1.67711, -1.54045]],
  "gap_ev": [6.960, 6.939]
}

=====

# 3
{
  "formula": "C31H24FIN11O5Sc",
  "method": "ωB97M-V/def2-TZVPD",
  "elements": ["Sc", "C", "N", "C", "N", "C", "N", "C", "C", "C", "C", "C", "C", "C", "N", "N", "C", "O", "C", "C", "C", "C", "C", "C", "N", "C", "N", "C", "N", "C", "H", "H", "H", "H", "H", "H", "H", "H", "H", "H", "H", "H", "H", "H", "H", "H", "I", "C", "C", "C", "C", "C", "N", "H", "H", "H", "H", "F", "C", "C", "N", "C", "C", "O", "O", "C", "O", "N", "C", "O", "H", "H", "H", "H"],
  "positions_angstrom": [[-1.56374, 1.01869, -1.18785], [-1.83240, -1.51244, 4.06792], [-1.56315, -0.58938, 2.91448], [-1.69192, -0.73013, 1.58220], [-1.35605, 0.43855, 0.96163], [-1.09169, 1.29756, 2.01409], [-1.08583, 0.67696, 3.19660], [-0.54758, -1.82597, 4.72408], [-0.53482, -2.41134, 5.99050], [0.66807, -2.72241, 6.63827], [1.89888, -2.48394, 6.10825], [1.90774, -1.86346, 4.86156], [0.73385, -1.53702, 4.18327], [3.15428, -1.45778, 4.25247], [4.31673, -1.41328, 4.83382], [5.22236, -0.76286, 4.01230], [4.65413, -0.53751, 2.85895], [3.28693, -0.98524, 2.92038], [5.12483, 0.10403, 1.69528], [6.21971, 0.97693, 1.71568], [6.48051, 1.76442, 0.56198], [5.81708, 1.44934, -0.62845], [4.78542, 0.49799, -0.63405], [4.07919, 0.21476, -1.93621], [2.61853, 0.62175, -1.92234], [1.68474, 0.77229, -0.96611], [0.51325, 1.07013, -1.53217], [0.83384, 1.12479, -2.90212], [2.07028, 0.81284, -3.14465], [4.45491, -0.16225, 0.51997], [-2.35830, -2.38077, 3.66486], [-2.44147, -1.02266, 4.81823], [-1.97529, -1.67943, 1.09238], [-0.85829, 2.31253, 1.84741], [-1.52393, -2.54625, 6.46514], [0.50867, -3.12145, 7.62458], [2.81210, -2.84709, 6.55826], [0.74364, -1.14592, 3.15041], [6.76594, 1.20284, 2.66243], [7.18283, 2.58480, 0.71140], [6.07900, 1.85596, -1.59641], [4.24291, -0.83963, -2.15352], [4.61920, 0.79491, -2.71014], [1.94776, 0.56388, 0.03506], [0.18671, 1.40912, -3.71049], [3.64721, -0.84052, 0.59037], [-4.55893, -0.45524, -0.77505], [-3.03019, -1.87102, -1.49888], [-3.42602, -3.19158, -1.96767], [-2.43512, -4.17524, -1.97344], [-1.18053, -3.81671, -1.60749], [-0.79769, -2.50721, -1.51005], [-1.72298, -1.55960, -1.32763], [-4.47338, -3.30720, -2.26516], [-2.69950, -5.21019, -2.30776], [-0.33576, -4.52447, -1.40212], [0.25903, -2.17808, -1.50504], [-6.01960, 3.47398, -6.49489], [-5.05950, 2.96291, -5.70608], [-4.84200, 3.46181, -4.49906], [-3.82925, 2.95902, -3.61171], [-3.71576, 3.67738, -2.32176], [-2.84905, 3.04647, -1.30483], [-1.63657, 3.19196, -1.66385], [-3.26343, 2.35558, -0.34012], [-3.15856, 1.86181, -4.06949], [-2.39124, 1.13876, -3.31978], [-3.15889, 1.53319, -5.36526], [-4.14502, 1.92660, -6.26927], [-4.31761, 1.50693, -7.38757], [-5.48656, 4.30650, -4.17964], [-4.71717, 3.78707, -1.89707], [-3.32354, 4.67236, -2.52345], [-2.52192, 0.78787, -5.71555]],
  "total_charge": 2,
  "e_above_lowest_kcal_mol": 6.6,
  "gap_ev": 6.659
}